# 1
{"formula": "C17H19FeNPS", "method": "wB97M-V/def2-TZVPD", "fmax_ev_per_a": 2.62, "total_charge": -1, "multiplicity": 5, "e_above_lowest_ev": 0.132, "s_squared": 6.040, "e_homo_ev": [-1.8, -2.6], "symbols": ["H", "C", "Fe", "C", "C", "C", "C", "H", "H", "C", "H", "C", "N", "C", "C", "H", "H", "H", "H", "C", "H", "H", "C", "C", "H", "C", "H", "C", "H", "S", "C", "H", "C", "H", "C", "P", "H", "H", "H", "H"], "positions_angstrom": [[-1.17, -3.79, 6.68], [1.03, 2.94, 4.92], [0.32, 1.34, 1.67], [-0.48, -3.34, 5.98], [-0.06, -1.74, 4.22], [1.87, 1.00, 3.03], [2.24, 3.10, 4.21], [1.22, -4.49, 6.61], [2.78, -3.39, 5.02], [0.56, 0.91, 3.67], [0.18, 4.16, 0.35], [1.28, -2.11, 4.17], [-0.21, -0.49, 1.70], [1.73, -3.10, 5.04], [0.77, -2.22, -1.30], [0.24, 0.96, -2.27], [-1.78, -0.74, -2.94], [2.16, -0.49, -0.99], [-2.00, -2.02, 5.12], [2.62, 2.18, 3.24], [-1.80, 3.54, 0.87], [2.89, 3.93, 4.48], [-0.96, -2.37, 5.11], [-0.58, -2.23, -1.75], [1.96, -1.60, 3.49], [-0.87, -1.00, -2.40], [1.31, -3.08, -0.92], [1.22, -0.87, -1.40], [-0.63, -1.25, 1.17], [-0.72, -0.39, 3.29], [0.20, -0.11, -2.08], [0.79, 3.60, 5.74], [0.86, -3.71, 5.95], [2.41, 0.12, 2.65], [0.16, 1.90, 4.60], [-0.57, 2.96, 0.47], [-0.79, 1.74, 5.12], [-0.87, 2.69, -0.90], [-1.26, -3.08, -1.71], [3.58, 2.28, 2.72]], "mulliken_spin": [-0.001, 0.092, 3.101, -0.004, 0.015, 0.431, 0.219, 0.001, 0.000, -0.108, 0.010, -0.002, 0.095, -0.008, -0.001, 0.004, 0.000, -0.011, -0.003, -0.093, 0.001, 0.026, 0.014, 0.006, 0.004, -0.001, 0.000, 0.019, 0.006, 0.048, 0.010, 0.014, 0.008, 0.042, 0.051, 0.007, 0.011, 0.009, 0.000, -0.009]}

=====

# 2
{"formula": "C17H19N2O5S", "method": "wB97M-V/def2-TZVPD", "fmax_ev_per_a": 3.47, "total_charge": -1, "e_above_lowest_ev": 1.091, "e_homo_ev": -3.0, "symbols": ["C", "H", "C", "C", "O", "H", "H", "H", "C", "H", "H", "H", "H", "C", "H", "H", "O", "C", "C", "C", "C", "O", "C", "H", "C", "C", "H", "N", "H", "H", "O", "H", "H", "C", "C", "O", "H", "C", "H", "C", "C", "H", "N", "S"], "positions_angstrom": [[3.73, 1.18, -0.55], [-5.53, -1.38, 3.03], [-6.07, 0.50, 2.16], [-5.14, -0.49, 2.54], [3.14, -0.13, 2.80], [5.38, 2.09, -1.62], [-3.07, -1.04, 2.58], [2.37, -2.03, 2.65], [-5.65, 1.68, 1.52], [1.99, 4.31, 1.38], [1.83, 2.12, 2.06], [1.73, 3.05, -0.91], [3.84, -1.87, 3.66], [-3.79, -0.29, 2.29], [4.33, 4.40, -1.66], [3.72, 4.21, 1.08], [-7.81, -0.74, 3.05], [2.88, -1.42, 3.40], [2.01, -1.26, 4.61], [3.27, -0.19, 1.44], [4.62, 2.40, -0.89], [-8.26, 1.21, 2.14], [-4.30, 1.87, 1.28], [-3.95, 2.78, 0.79], [2.80, 2.33, 1.57], [3.75, 3.49, -1.50], [2.11, 4.76, -0.90], [-2.00, 1.15, 1.44], [2.39, -0.53, 5.32], [1.94, -2.23, 5.11], [3.38, -1.26, 0.85], [-6.41, 2.41, 1.26], [3.55, 2.42, 2.39], [3.17, 1.14, 0.80], [2.76, 3.73, 0.87], [3.49, 0.39, -1.45], [5.13, 2.76, 0.01], [-0.90, 0.64, 1.29], [3.40, 3.15, -2.49], [2.51, 3.77, -0.64], [-3.34, 0.90, 1.66], [1.01, -0.95, 4.31], [-7.45, 0.31, 2.46], [0.50, 0.01, 1.01]], "lowdin_charge": [-0.422, 0.118, -0.180, 0.006, -0.064, 0.109, 0.118, 0.107, 0.004, 0.098, 0.076, 0.113, 0.121, 0.000, 0.098, 0.099, 0.035, -0.255, -0.089, -0.617, -0.135, 0.034, -0.006, 0.116, -0.216, -0.215, 0.097, 0.073, 0.072, 0.070, -0.002, 0.117, 0.105, -0.236, -0.194, 0.018, 0.105, -0.665, 0.107, -0.214, -0.239, 0.064, -0.328, 0.996]}

=====

# 3
{"formula": "C17H19N5O4", "method": "wB97M-V/def2-TZVPD", "smiles": "CNc1nc2nc3c1[nH]c(=O)n3Cc1cccc(c1)OCCOCCO2", "fmax_ev_per_a": 4.84, "total_charge": 0, "e_above_lowest_ev": 2.469, "e_homo_ev": -8.2, "symbols": ["O", "N", "H", "H", "H", "C", "C", "C", "H", "H", "H", "H", "C", "H", "C", "O", "C", "C", "C", "N", "H", "H", "C", "H", "C", "H", "N", "C", "C", "H", "C", "H", "O", "C", "C", "N", "H", "N", "O", "H", "H", "C", "H", "C", "H"], "positions_angstrom": [[0.14, 3.16, 0.83], [2.53, 0.28, 3.55], [4.12, -0.59, 4.54], [-0.85, 0.44, -1.90], [1.33, 0.40, -2.73], [-1.14, -0.48, -2.44], [-2.45, -1.07, -2.55], [2.21, -1.95, -0.31], [2.17, -1.07, -2.88], [-2.27, -0.17, 0.15], [2.12, 0.65, 4.35], [-1.41, -4.05, -3.80], [1.34, -0.64, -2.39], [-3.42, -2.93, -3.11], [-1.27, -3.11, -3.44], [-2.27, 1.98, 0.26], [1.99, -0.38, 1.21], [-3.45, 0.88, -1.46], [0.06, -1.31, -2.61], [1.68, -0.80, -0.94], [-0.50, 3.12, 2.87], [-1.33, 4.25, 1.78], [-2.01, 2.13, 1.69], [2.75, -2.36, 1.54], [-2.86, 0.76, -0.02], [0.79, -3.26, -3.21], [0.91, 1.26, -0.10], [-2.45, -2.45, -3.04], [1.95, 0.54, 2.30], [4.29, -0.73, 2.71], [-0.10, -2.62, -3.06], [-4.34, 1.45, -1.33], [-3.58, -0.39, -2.17], [4.00, -0.11, 3.59], [-0.91, 3.24, 1.84], [1.41, 1.72, 2.24], [-2.77, 1.47, -2.08], [2.38, -1.66, 0.93], [2.58, -3.04, -0.70], [-2.99, 2.51, 2.15], [4.56, 0.88, 3.68], [0.96, 2.05, 1.02], [-3.69, 0.74, 0.71], [1.51, 0.07, 0.03], [-1.71, 1.18, 2.29]], "lowdin_charge": [-0.041, -0.018, 0.057, 0.101, 0.140, 0.056, -0.222, -0.511, 0.120, 0.137, 0.091, 0.076, -0.055, 0.106, -0.091, -0.157, -0.088, -0.107, -0.190, 0.119, 0.112, 0.121, -0.146, 0.175, -0.231, 0.127, 0.242, 0.019, -0.277, 0.079, -0.071, 0.118, -0.056, -0.048, -0.145, 0.196, 0.122, 0.187, 0.073, 0.135, 0.099, -0.336, 0.117, -0.282, 0.145]}

=====

# 4
{"formula": "C17H19NO", "method": "wB97M-V/def2-TZVPD", "smiles": "Cc1c[nH]c2ccccc12.CCc1ccc(O)cc1", "fmax_ev_per_a": 1.17, "total_charge": 0, "e_above_lowest_ev": 1.162, "e_homo_ev": -7.6, "symbols": ["C", "H", "C", "H", "C", "C", "C", "H", "C", "H", "H", "C", "H", "O", "H", "C", "H", "H", "C", "H", "C", "C", "H", "C", "C", "H", "C", "C", "H", "N", "H", "H", "H", "C", "H", "H", "H", "C"], "positions_angstrom": [[3.15, -2.14, -1.83], [-3.60, 3.22, 1.91], [-2.09, 0.89, 2.07], [-1.04, -0.95, 2.15], [2.21, 1.21, 0.67], [0.09, 0.71, 1.57], [-1.80, -1.74, -0.35], [0.68, -3.79, -1.33], [-0.17, -0.51, -1.55], [-2.00, 0.37, -0.89], [2.55, 3.16, -0.04], [0.60, -1.66, -1.73], [2.08, -0.55, -2.85], [-3.01, -1.74, 0.34], [-2.17, 3.96, 2.61], [-1.04, -2.89, -0.47], [3.50, -1.51, -1.01], [-3.06, 0.56, 2.36], [1.34, 0.26, 1.18], [1.54, -0.80, 1.29], [-0.32, 2.05, 1.37], [-1.42, -0.54, -0.94], [3.95, -2.19, -2.56], [0.15, -2.85, -1.19], [1.83, 2.54, 0.47], [-2.45, 4.01, 0.89], [0.56, 2.98, 0.82], [1.90, -1.56, -2.49], [-3.64, -2.36, -0.04], [-1.00, 0.05, 2.10], [0.21, 0.44, -1.89], [1.73, -2.10, -3.44], [2.94, -3.10, -1.38], [-2.54, 3.37, 1.76], [0.30, 4.00, 0.59], [-1.39, -3.81, -0.05], [3.14, 0.87, 0.23], [-1.73, 2.13, 1.64]], "lowdin_charge": [-0.092, 0.070, -0.068, 0.144, -0.106, -0.227, -0.336, 0.112, -0.033, 0.121, 0.096, -0.240, 0.103, 0.009, 0.085, -0.021, 0.064, 0.120, -0.030, 0.113, -0.144, -0.008, 0.070, -0.038, -0.104, 0.069, -0.026, -0.211, 0.101, 0.091, 0.115, 0.113, 0.062, -0.051, 0.107, 0.110, 0.092, -0.231]}

=====

# 5
{"formula": "C17H20AgN9O3", "method": "wB97M-V/def2-TZVPD", "fmax_ev_per_a": 3.65, "total_charge": 0, "e_above_lowest_ev": 0.585, "e_homo_ev": -6.0, "symbols": ["N", "H", "O", "C", "H", "H", "C", "C", "C", "H", "H", "O", "N", "O", "C", "H", "H", "H", "H", "H", "H", "N", "N", "N", "Ag", "H", "C", "C", "C", "C", "C", "H", "C", "C", "H", "N", "N", "H", "H", "N", "H", "C", "C", "C", "H", "C", "H", "C", "H", "N"], "positions_angstrom": [[2.21, 0.15, 2.70], [1.67, -2.69, -2.28], [1.90, 1.20, 2.08], [1.40, 0.70, -4.07], [1.33, 4.95, 0.49], [2.27, 3.10, -3.28], [-2.79, -0.04, -0.59], [-4.29, 0.56, 1.19], [2.07, -2.20, 2.52], [-0.57, -2.42, 1.68], [1.91, -0.37, -5.90], [2.75, 0.07, 3.82], [0.28, -2.78, 1.11], [-1.60, -1.40, 2.41], [1.89, 4.15, -1.44], [-4.79, -0.43, 3.64], [0.08, -3.51, 0.42], [3.25, -3.50, 3.34], [-1.69, -0.66, -2.11], [-3.25, 0.00, -2.58], [1.29, 1.71, -4.54], [1.82, -0.98, 1.96], [0.63, 1.85, -0.59], [1.28, -3.19, 2.02], [0.86, -0.60, 0.08], [3.68, -1.89, 3.68], [1.56, -1.76, -2.80], [1.77, 3.09, -2.31], [1.21, 0.62, -2.62], [-3.96, 0.65, -0.11], [1.82, -1.68, -4.17], [0.13, 2.82, 1.15], [1.75, -0.44, -4.80], [1.17, -0.66, -2.08], [-4.66, 1.03, -0.81], [2.95, -2.56, 3.46], [-2.00, -0.67, 0.24], [2.61, 4.98, -1.76], [-5.15, 1.08, 1.64], [-2.55, -0.14, -1.86], [2.13, -2.63, -4.65], [0.60, 2.93, 0.19], [1.23, 4.15, -0.23], [1.18, 1.89, -1.79], [-3.76, 0.99, 3.87], [-3.79, -0.04, 3.49], [0.96, -3.93, 2.63], [-2.23, -0.71, 1.55], [-3.03, -0.67, 3.95], [-3.49, -0.13, 2.03]], "lowdin_charge": [-0.380, 0.058, -0.008, -0.061, 0.088, 0.100, -0.408, -0.073, -0.365, 0.053, 0.098, 0.009, -0.040, -0.044, -0.106, 0.081, 0.096, 0.106, 0.121, 0.125, 0.093, 0.026, 0.041, -0.015, 0.731, 0.105, -0.192, -0.023, -0.225, -0.006, -0.123, 0.090, -0.128, -0.235, 0.094, 0.186, 0.162, 0.128, 0.142, 0.195, 0.096, -0.131, -0.070, -0.247, 0.092, -0.006, 0.146, -0.420, 0.081, -0.041]}

=====

Repeat the fourth record exactly.
{"formula": "C17H19NO", "method": "wB97M-V/def2-TZVPD", "smiles": "Cc1c[nH]c2ccccc12.CCc1ccc(O)cc1", "fmax_ev_per_a": 1.17, "total_charge": 0, "e_above_lowest_ev": 1.162, "e_homo_ev": -7.6, "symbols": ["C", "H", "C", "H", "C", "C", "C", "H", "C", "H", "H", "C", "H", "O", "H", "C", "H", "H", "C", "H", "C", "C", "H", "C", "C", "H", "C", "C", "H", "N", "H", "H", "H", "C", "H", "H", "H", "C"], "positions_angstrom": [[3.15, -2.14, -1.83], [-3.60, 3.22, 1.91], [-2.09, 0.89, 2.07], [-1.04, -0.95, 2.15], [2.21, 1.21, 0.67], [0.09, 0.71, 1.57], [-1.80, -1.74, -0.35], [0.68, -3.79, -1.33], [-0.17, -0.51, -1.55], [-2.00, 0.37, -0.89], [2.55, 3.16, -0.04], [0.60, -1.66, -1.73], [2.08, -0.55, -2.85], [-3.01, -1.74, 0.34], [-2.17, 3.96, 2.61], [-1.04, -2.89, -0.47], [3.50, -1.51, -1.01], [-3.06, 0.56, 2.36], [1.34, 0.26, 1.18], [1.54, -0.80, 1.29], [-0.32, 2.05, 1.37], [-1.42, -0.54, -0.94], [3.95, -2.19, -2.56], [0.15, -2.85, -1.19], [1.83, 2.54, 0.47], [-2.45, 4.01, 0.89], [0.56, 2.98, 0.82], [1.90, -1.56, -2.49], [-3.64, -2.36, -0.04], [-1.00, 0.05, 2.10], [0.21, 0.44, -1.89], [1.73, -2.10, -3.44], [2.94, -3.10, -1.38], [-2.54, 3.37, 1.76], [0.30, 4.00, 0.59], [-1.39, -3.81, -0.05], [3.14, 0.87, 0.23], [-1.73, 2.13, 1.64]], "lowdin_charge": [-0.092, 0.070, -0.068, 0.144, -0.106, -0.227, -0.336, 0.112, -0.033, 0.121, 0.096, -0.240, 0.103, 0.009, 0.085, -0.021, 0.064, 0.120, -0.030, 0.113, -0.144, -0.008, 0.070, -0.038, -0.104, 0.069, -0.026, -0.211, 0.101, 0.091, 0.115, 0.113, 0.062, -0.051, 0.107, 0.110, 0.092, -0.231]}

=====

Copy entry 5 word for word.
{"formula": "C17H20AgN9O3", "method": "wB97M-V/def2-TZVPD", "fmax_ev_per_a": 3.65, "total_charge": 0, "e_above_lowest_ev": 0.585, "e_homo_ev": -6.0, "symbols": ["N", "H", "O", "C", "H", "H", "C", "C", "C", "H", "H", "O", "N", "O", "C", "H", "H", "H", "H", "H", "H", "N", "N", "N", "Ag", "H", "C", "C", "C", "C", "C", "H", "C", "C", "H", "N", "N", "H", "H", "N", "H", "C", "C", "C", "H", "C", "H", "C", "H", "N"], "positions_angstrom": [[2.21, 0.15, 2.70], [1.67, -2.69, -2.28], [1.90, 1.20, 2.08], [1.40, 0.70, -4.07], [1.33, 4.95, 0.49], [2.27, 3.10, -3.28], [-2.79, -0.04, -0.59], [-4.29, 0.56, 1.19], [2.07, -2.20, 2.52], [-0.57, -2.42, 1.68], [1.91, -0.37, -5.90], [2.75, 0.07, 3.82], [0.28, -2.78, 1.11], [-1.60, -1.40, 2.41], [1.89, 4.15, -1.44], [-4.79, -0.43, 3.64], [0.08, -3.51, 0.42], [3.25, -3.50, 3.34], [-1.69, -0.66, -2.11], [-3.25, 0.00, -2.58], [1.29, 1.71, -4.54], [1.82, -0.98, 1.96], [0.63, 1.85, -0.59], [1.28, -3.19, 2.02], [0.86, -0.60, 0.08], [3.68, -1.89, 3.68], [1.56, -1.76, -2.80], [1.77, 3.09, -2.31], [1.21, 0.62, -2.62], [-3.96, 0.65, -0.11], [1.82, -1.68, -4.17], [0.13, 2.82, 1.15], [1.75, -0.44, -4.80], [1.17, -0.66, -2.08], [-4.66, 1.03, -0.81], [2.95, -2.56, 3.46], [-2.00, -0.67, 0.24], [2.61, 4.98, -1.76], [-5.15, 1.08, 1.64], [-2.55, -0.14, -1.86], [2.13, -2.63, -4.65], [0.60, 2.93, 0.19], [1.23, 4.15, -0.23], [1.18, 1.89, -1.79], [-3.76, 0.99, 3.87], [-3.79, -0.04, 3.49], [0.96, -3.93, 2.63], [-2.23, -0.71, 1.55], [-3.03, -0.67, 3.95], [-3.49, -0.13, 2.03]], "lowdin_charge": [-0.380, 0.058, -0.008, -0.061, 0.088, 0.100, -0.408, -0.073, -0.365, 0.053, 0.098, 0.009, -0.040, -0.044, -0.106, 0.081, 0.096, 0.106, 0.121, 0.125, 0.093, 0.026, 0.041, -0.015, 0.731, 0.105, -0.192, -0.023, -0.225, -0.006, -0.123, 0.090, -0.128, -0.235, 0.094, 0.186, 0.162, 0.128, 0.142, 0.195, 0.096, -0.131, -0.070, -0.247, 0.092, -0.006, 0.146, -0.420, 0.081, -0.041]}